1.
Formula: C12H20N4O3
Source: the Open Molecules 2025 dataset
Level of theory: the ωB97M-V functional and the def2-TZVPD basis

```
39
Properties=species:S:1:pos:R:3:mulliken_charge:R:1
C 1.096 -1.162 0.984 0.312
C 0.198 -0.208 1.790 0.148
C 2.496 -0.586 0.686 -1.183
C 3.323 -1.279 -0.475 0.800
C 4.710 -0.860 -0.342 -1.508
C 2.841 -0.982 -1.989 -1.355
C -0.658 1.245 -0.194 0.274
C 0.145 2.666 -0.240 0.034
C -2.068 1.445 -0.374 -0.890
C -2.773 0.092 -0.405 0.643
C -2.951 -0.906 0.594 -0.534
C -3.445 -1.721 -1.402 -0.370
H -0.584 -1.350 -0.013 0.091
H 0.390 -2.772 0.076 0.290
H 1.317 -1.927 1.743 0.434
H 3.233 -0.575 1.522 0.318
H 2.418 0.469 0.637 0.446
H 3.234 -2.379 -0.363 0.229
H 5.209 -0.957 -1.331 0.401
H 4.768 0.231 -0.165 0.346
H 5.420 -1.344 0.391 0.328
H 1.813 -0.995 -2.293 0.334
H 3.534 -1.613 -2.688 0.318
H 3.123 0.097 -2.154 0.262
H -1.004 1.299 1.972 0.310
H -0.169 0.535 -0.938 0.446
H -2.218 1.856 -1.394 0.401
H -2.572 2.299 0.213 0.409
H -2.829 -0.793 1.746 0.302
H -3.705 -2.393 -2.258 0.375
H -3.383 -2.982 0.500 0.301
H 1.690 1.832 -1.164 0.341
N 0.446 -1.742 -0.098 -0.504
N -0.491 0.792 1.242 -0.094
N -3.076 -0.500 -1.559 -0.550
N -3.464 -2.066 0.024 -0.096
O 0.119 -0.229 3.043 -0.739
O -0.351 3.783 -0.027 -0.582
O 1.347 2.647 -0.904 -0.483
```

**Orbital gap**: 0.3488 Eh
**SMILES string**: CC(C)C[C@H](N)C(=O)N[C@@H](Cc1c[nH]cn1)C(=O)O
**HOMO energy**: -9.05 eV
**ΔE to the lowest compared entry with this formula, charge and spin**: 392.7 kJ/mol

=====

2.
Formula: C12H20OSi
Source: the Open Molecules 2025 dataset
Level of theory: the ωB97M-V functional and the def2-TZVPD basis

```
34
Properties=species:S:1:pos:R:3:mulliken_charge:R:1
C -1.640 -0.074 3.797 -0.225
C -2.500 -0.360 2.727 -0.859
C -0.265 -0.167 3.680 -0.557
C -1.919 -1.008 1.575 -0.385
C 0.262 -0.666 2.584 -0.076
C -0.553 -1.180 1.476 0.408
C -2.005 -3.429 -1.556 -0.984
C 2.086 3.559 -1.322 -1.479
C 0.670 1.714 -0.502 -1.155
C -0.521 -3.274 -1.215 -0.399
C 1.136 2.136 -2.972 -1.664
C 1.689 2.146 -1.563 1.003
O 1.677 -2.490 0.454 -0.546
Si 0.108 -2.144 0.011 0.497
H -1.998 0.107 4.783 0.362
H -3.542 -0.373 2.982 0.345
H 0.400 0.301 4.425 0.317
H -2.621 -1.472 0.968 0.299
H 1.301 -0.856 2.508 0.441
H -2.194 -2.695 -2.414 0.225
H -2.132 -4.426 -2.027 0.321
H -2.598 -3.367 -0.600 0.294
H 2.513 4.101 -2.245 0.326
H 2.831 3.485 -0.600 0.418
H 1.311 4.284 -0.807 0.272
H -0.390 1.767 -0.848 0.394
H 0.574 2.362 0.306 0.488
H 0.895 0.686 -0.062 -0.132
H 0.909 1.239 -3.495 0.358
H 0.050 -3.565 -2.154 0.274
H 1.669 2.766 -3.557 0.473
H 0.124 2.645 -2.883 0.310
H 2.566 1.525 -1.567 0.311
H 2.109 -3.277 0.112 0.325
```

**Orbital gap**: 0.2786 Eh
**SMILES string**: C/C=[Si](/O)c1ccccc1.CC(C)C
**HOMO energy**: -7.36 eV
**ΔE to the lowest compared entry with this formula, charge and spin**: 266.6 kJ/mol